Entry 1:
Density functional theory data (ωB97M-V with the def2-TZVPD basis set) for C20H23NO5 in the gas phase.

Structure (XYZ):
```
49
C20H23NO5, DFT ωB97M-V with the def2-TZVPD basis set
C -2.989 -0.224 1.091
C 0.086 0.648 -1.904
C -1.781 -0.283 0.430
C -6.533 -0.859 0.604
H -6.545 -1.914 0.312
O 1.188 -0.908 0.799
C 2.757 -3.397 1.154
C -2.893 -1.118 -1.510
O -0.223 1.213 -2.935
C 3.392 2.095 0.376
H 3.150 3.598 -1.143
H 3.267 2.592 2.471
H -0.352 3.251 0.260
C 2.819 2.575 -0.955
H 4.482 2.157 0.345
C 1.166 -1.785 -0.045
C -4.172 -0.605 0.456
H -2.867 -1.467 -2.532
H 0.946 3.486 2.376
H -7.290 -0.689 1.369
C 1.331 2.867 1.563
C -0.424 -0.794 -1.671
H -0.651 -1.179 -2.672
O -5.307 -0.501 1.196
H 3.126 1.049 0.544
C -1.714 -0.738 -0.885
H 2.760 -5.852 -1.009
H 0.912 2.988 -1.887
C -4.112 -1.054 -0.859
H -6.754 -0.236 -0.268
H 3.912 -5.283 1.392
C 2.853 2.943 1.524
H -0.890 0.015 0.957
O 0.518 -1.777 -1.197
H 3.183 1.948 -1.771
C 3.240 -4.676 0.821
H 2.975 -2.817 2.027
O 1.886 -3.998 -0.812
H 3.164 3.981 1.385
C 1.930 -3.022 0.120
C 0.736 3.345 0.240
C 1.287 2.556 -0.952
N 0.795 1.194 -0.917
H 1.028 1.837 1.763
H 0.980 4.400 0.095
C 2.674 -4.984 -0.385
H 1.001 0.653 -0.084
H -3.044 0.124 2.110
H -5.002 -1.357 -1.387
```

For the total energy, the calculation gives -1206.88382 hartree. Its spin multiplicity is 1. The SMILES is COc1ccc([C@H](OC(=O)c2ccco2)C(=O)NC2CCCCC2)cc1. As for the lowest unoccupied orbital energy: 0.01625 Ha.



Entry 2:
Density functional theory data (ωB97M-V with the def2-TZVPD basis set) for C20H24ClN3O in the gas phase.

Structure (XYZ):
```
49
C20H24ClN3O, DFT ωB97M-V with the def2-TZVPD basis set
C -4.467 -0.228 2.466
N 0.184 1.179 0.785
C -2.216 0.180 3.180
H 1.465 -3.571 -2.459
H 1.976 -0.523 1.232
H -1.845 -1.773 -2.152
O 1.732 -1.308 0.726
N 0.223 -1.915 -2.015
C 2.524 1.982 0.253
H -3.634 -0.964 4.296
H -1.422 0.067 3.902
N -0.113 2.379 2.651
H -1.053 0.113 -0.502
H 3.510 -2.262 -2.784
H 2.795 -1.799 -1.233
C 2.112 3.532 2.606
C 0.367 -1.239 0.386
C -3.002 1.096 1.114
C -4.245 0.523 1.326
C -0.987 -1.891 -2.817
C -3.456 -0.392 3.398
H 4.425 2.935 0.202
C 2.659 -1.779 -2.310
C 1.126 2.666 2.143
H -5.436 -0.674 2.631
C 1.338 1.904 0.970
H -1.123 -2.835 -3.373
H -0.140 -0.792 -4.486
C 0.058 -2.349 -0.644
H 4.071 4.268 2.217
H 1.216 -2.406 -3.769
H 0.617 0.337 -1.054
H 2.690 1.394 -0.637
H -5.033 0.677 0.604
H -0.238 -1.422 1.292
H -1.898 -0.718 -4.378
H -0.902 0.218 -3.259
H 2.619 -0.743 -2.640
C 3.488 2.845 0.732
C -0.979 -0.721 -3.799
C -1.965 0.918 2.027
H -0.967 -2.690 -0.469
C -0.011 0.138 -0.184
C 3.285 3.606 1.886
C 1.369 -2.496 -2.692
H 1.950 4.117 3.496
H 0.733 -3.182 -0.414
C -0.639 1.510 1.833
Cl -2.762 2.089 -0.287
```

For the total energy, the calculation gives -1476.23363 hartree. Its spin multiplicity is 1. The SMILES is CCN(CC)C[C@@H](O)Cn1c(-c2ccccc2Cl)nc2ccccc21. As for the lowest unoccupied orbital energy: 0.02455 Ha.



Entry 3:
Density functional theory data (ωB97M-V with the def2-TZVPD basis set) for C20H24ClN3O3S in the gas phase.

Structure (XYZ):
```
52
C20H24ClN3O3S, DFT ωB97M-V with the def2-TZVPD basis set
C 5.050 3.067 -0.544
H 1.547 4.056 0.775
H 7.070 3.305 -0.791
O -4.610 -0.496 1.719
H -2.998 0.425 -2.204
C -1.681 -4.025 1.122
C -0.637 -0.121 1.680
H 6.365 2.057 -1.766
H -2.370 -5.259 2.812
C 3.634 4.457 0.829
H -1.151 2.037 -2.418
H 3.529 5.287 1.514
C -2.395 -4.337 2.251
H 1.003 -5.382 -1.490
C -2.919 -2.075 1.435
H -0.770 -5.948 0.867
N -2.841 0.132 0.417
C -1.662 1.958 -1.459
H -3.676 2.039 -2.223
H -0.529 0.203 -0.988
C 2.660 2.683 -0.478
C -3.050 1.359 -1.639
C 2.519 3.747 0.415
H -1.573 -2.307 -0.239
H -1.784 1.617 1.380
C 3.921 2.362 -0.955
H 0.479 2.289 0.739
C -0.808 1.139 -0.491
C -0.024 -5.741 -1.622
S -3.435 -3.069 2.745
C -1.997 -2.730 0.661
H -1.138 -0.443 2.592
C -0.690 -4.931 0.463
O 1.538 1.276 -2.030
H -0.235 -0.993 1.165
H -0.271 -5.697 -2.680
N 0.407 1.854 -0.166
Cl 6.267 5.028 0.895
H -0.079 -6.786 -1.296
H -4.689 0.691 -0.417
C -3.691 1.095 -0.285
H 0.223 0.478 1.982
C 1.492 1.878 -0.969
O -0.942 -4.939 -0.924
C -3.511 -0.748 1.249
H -3.774 2.021 0.297
C -1.546 0.716 0.790
H 4.029 1.547 -1.659
C 4.893 4.119 0.359
H 0.333 -4.579 0.657
H -1.774 2.972 -1.060
N 6.294 2.716 -1.020
```

For the total energy, the calculation gives -2024.92010 hartree. Its spin multiplicity is 1. The SMILES is COCc1csc(C(=O)N2CCC[C@@H](NC(=O)c3ccc(Cl)c(N)c3)[C@@H]2C)c1. As for the lowest unoccupied orbital energy: 0.01602 Ha.



Entry 4:
Density functional theory data (ωB97M-V with the def2-TZVPD basis set) for a molecular structure, C20H24F12N10O8S4Zn.

Structure (XYZ):
```
79
C20H24F12N10O8S4Zn, DFT ωB97M-V with the def2-TZVPD basis set
F 3.694 -5.243 0.506
Zn 0.649 -2.510 0.244
H 5.191 4.649 0.432
S 1.394 0.506 -0.413
H -5.107 2.607 -1.662
H -4.439 4.159 -2.247
C -2.639 -3.096 0.945
H 3.890 4.811 1.563
F -1.798 -2.935 -2.530
H 3.596 -1.329 -3.382
N 0.279 -0.602 0.386
F 2.545 2.586 0.823
N -3.867 2.690 2.893
C -5.346 3.587 -2.075
C 3.344 4.998 -0.456
N 5.932 -1.316 -1.231
H -5.929 3.452 -2.983
O -0.621 1.730 1.254
C -0.073 2.879 4.601
H -3.908 -2.563 2.509
N -1.642 -3.029 0.389
N -1.123 3.488 -3.408
F 3.656 0.731 0.864
F -1.865 -0.474 -1.395
H -5.390 1.270 0.509
H 0.281 3.619 -0.537
H 4.470 6.272 0.811
C -1.109 3.855 4.202
C 4.282 5.217 0.628
O 2.304 -0.321 -1.184
N 0.746 2.148 4.933
F -2.682 1.498 -0.688
N -6.906 4.706 -0.292
C 3.099 -5.721 -0.572
C 5.190 -2.085 1.378
H -6.248 0.837 2.013
C -3.934 -3.172 1.607
H -1.456 4.059 -0.353
N 2.608 4.819 -1.317
C -2.271 0.286 -0.402
F 1.954 1.008 2.164
C 2.441 1.275 0.953
H -1.896 3.685 4.936
N 0.795 -4.112 -0.810
O -1.481 -0.326 2.102
H -1.424 3.751 3.172
S -0.895 0.353 0.963
C -0.818 3.763 -2.338
O 1.051 -5.856 1.008
O 0.861 -2.601 -2.731
C 5.139 -1.686 -1.975
H 5.281 -1.019 1.608
F 3.502 -4.982 -1.621
H 4.604 -2.774 -3.696
H -4.774 -2.890 0.977
C -6.222 4.231 -1.081
O 0.736 1.530 -1.178
S 0.623 -4.014 -2.519
F -3.310 -0.382 0.124
H 5.430 -2.751 2.204
C -4.716 2.227 2.276
O 0.584 -6.678 -1.191
C -5.775 1.645 1.452
C 4.128 -2.159 -2.931
S 1.207 -5.638 -0.416
H -0.665 4.826 4.423
H -4.102 -4.212 1.890
N 2.725 -2.417 0.727
O 1.346 -4.928 -3.345
F 3.482 -6.971 -0.784
H 5.860 -2.313 0.550
C -1.217 -4.057 -2.870
C -0.552 4.171 -0.948
F -1.817 -5.097 -2.301
F -1.331 -4.218 -4.192
H 3.526 -2.845 -2.337
H -6.576 2.379 1.362
C 3.815 -2.216 1.009
H -0.310 5.233 -0.997
```

For the total energy, the calculation gives -6496.34697 hartree. Its spin multiplicity is 1. As for the lowest unoccupied orbital energy: -0.00965 Ha.



Entry 5:
Density functional theory data (ωB97M-V with the def2-TZVPD basis set) for C20H24F2N4O2S in the gas phase.

Structure (XYZ):
```
53
C20H24F2N4O2S, DFT ωB97M-V with the def2-TZVPD basis set
C 0.002 -1.170 -4.521
C -0.103 2.558 6.767
C -0.772 -0.075 -4.153
H -1.739 -1.836 1.586
C 1.414 3.594 5.046
C 0.418 -2.200 -3.502
H -0.371 -2.955 -3.436
H 1.880 -0.593 1.216
H 1.334 -2.713 -3.838
C -2.098 0.223 1.842
C 0.218 -2.408 -1.081
O -1.648 0.073 -0.907
C -1.629 -0.951 -0.252
H 1.513 3.887 4.004
C -0.158 1.786 4.417
H -1.081 2.115 6.945
C 1.847 -0.887 -2.069
C -1.048 0.483 2.879
H -1.083 1.443 -7.170
H 0.217 -1.322 2.905
C -0.020 -0.360 -6.794
C -0.037 -0.343 3.261
N 1.554 -0.884 0.306
H -1.763 1.703 -4.792
H 2.203 2.883 5.284
C 0.373 -1.301 -5.852
H 1.542 4.476 5.668
N -1.093 1.668 3.547
H 0.662 1.831 7.034
C 0.043 2.967 5.300
F 0.352 -0.503 -8.080
H 2.680 0.554 -0.678
H 0.916 0.677 -0.935
H -0.740 3.688 5.045
C 0.845 -2.018 0.254
F 1.127 -2.354 -6.236
H 2.705 -1.579 -1.979
C 1.760 -0.014 -0.827
H -2.120 1.059 1.135
C -0.790 0.726 -6.421
H -1.058 0.032 -3.117
N 0.590 -1.580 -2.205
C -1.313 -2.310 -0.856
N -1.873 -0.977 1.075
H 1.990 -0.265 -2.954
H 0.476 -3.470 -1.245
H -1.633 -3.114 -0.195
C -1.162 0.861 -5.094
O 0.655 -2.706 1.245
H -1.822 -2.393 -1.815
S 0.908 0.393 4.498
H -3.076 0.174 2.338
H 0.005 3.428 7.410
```

For the total energy, the calculation gives -1743.99699 hartree. Its spin multiplicity is 1. The SMILES is CC(C)c1nc(CNC(=O)C[C@@H]2C(=O)NCCN2Cc2cccc(F)c2F)cs1. As for the lowest unoccupied orbital energy: 0.02048 Ha.



| no. | HOMO-LUMO gap (eV) | HOMO energy (eV) | largest force on an atom (Eh/bohr) |
| --- | --- | --- | --- |
| 1 | 9.0248 | -8.5827 | 0.0216 |
| 2 | 9.0148 | -8.3467 | 0.0150 |
| 3 | 8.7991 | -8.3631 | 0.0156 |
| 4 | 10.9317 | -11.1943 | 0.0838 |
| 5 | 9.3611 | -8.8039 | 0.0165 |